1.
Below is 5 unconnected molecules or ions with the total composition C20H50BN2O12, with properties calculated with ωB97M-V/def2-TZVPD.

```
85
Properties=species:S:1:pos:R:3
C 7.678 0.841 -3.728
C 6.574 0.064 -4.433
N 5.625 0.977 -5.074
C 4.227 0.566 -5.058
O 4.075 -0.594 -5.963
N 4.628 -1.842 -5.563
O 4.080 -2.315 -4.644
C 3.313 1.642 -5.662
O 2.179 1.682 -4.864
B 2.255 0.541 -3.878
O 3.758 0.321 -3.807
H 8.233 0.195 -3.048
H 7.258 1.654 -3.132
H 8.386 1.265 -4.441
H 7.020 -0.574 -5.200
H 6.082 -0.590 -3.709
H 5.634 1.836 -4.534
H 3.099 1.407 -6.711
H 3.850 2.602 -5.625
H 1.749 0.862 -2.805
H 1.686 -0.465 -4.323
C -2.063 0.245 2.014
O -0.731 0.596 2.335
C 0.232 -0.243 1.715
C 0.773 0.340 0.428
O -0.223 0.442 -0.564
C -0.687 1.758 -0.781
H -2.705 1.061 2.347
H -2.198 0.109 0.939
H -2.365 -0.672 2.532
H -0.206 -1.227 1.507
H 1.054 -0.382 2.424
H 1.553 -0.320 0.041
H 1.232 1.316 0.619
H 0.087 2.366 -1.258
H -1.004 2.225 0.158
H -1.540 1.691 -1.454
C -6.820 -4.010 2.337
O -7.458 -3.073 1.493
C -7.338 -1.732 1.935
C -6.238 -0.983 1.213
O -4.959 -1.515 1.500
C -4.435 -2.337 0.471
H -6.816 -4.965 1.812
H -5.790 -3.719 2.558
H -7.366 -4.128 3.279
H -7.151 -1.703 3.014
H -8.293 -1.233 1.742
H -6.249 0.060 1.545
H -6.427 -0.995 0.135
H -4.140 -1.736 -0.395
H -5.159 -3.092 0.154
H -3.550 -2.830 0.869
C 3.814 -5.054 0.449
O 3.370 -3.831 0.998
C 4.402 -3.057 1.583
C 4.937 -1.996 0.644
O 5.595 -2.553 -0.472
C 4.822 -2.522 -1.670
H 2.987 -5.466 -0.127
H 4.672 -4.911 -0.211
H 4.086 -5.765 1.240
H 5.226 -3.704 1.907
H 3.983 -2.571 2.470
H 5.663 -1.385 1.195
H 4.122 -1.342 0.322
H 4.725 -1.506 -2.062
H 3.822 -2.934 -1.514
H 5.349 -3.133 -2.400
C -5.682 4.010 4.722
O -4.340 4.317 5.041
C -3.395 3.479 4.393
C -2.780 4.134 3.178
O -3.743 4.370 2.163
C -4.189 5.708 2.097
H -6.300 4.815 5.117
H -5.834 3.937 3.642
H -5.992 3.067 5.188
H -3.865 2.533 4.103
H -2.603 3.253 5.112
H -2.017 3.468 2.764
H -2.293 5.072 3.466
H -3.406 6.367 1.706
H -4.505 6.078 3.077
H -5.037 5.731 1.415
```

## Properties
HOMO: -0.1543 Ha
Orbital gap: 6.2787 eV
Charge: -1
Maximum force: 0.0145 hartree/bohr

***

2.
Below is 2 unconnected molecules or ions with the total composition C5H10O, with properties calculated with ωB97M-V/def2-TZVPD.

```
16
Properties=species:S:1:pos:R:3
C -0.342 -1.263 1.702
C 0.606 -0.777 0.908
C 0.663 -0.996 -0.582
C 0.033 0.175 -1.360
C 0.633 1.502 -0.966
O -0.001 2.490 -0.681
H -1.135 -1.904 1.320
H -0.363 -1.038 2.764
H 1.382 -0.142 1.338
H 1.705 -1.132 -0.902
H 0.128 -1.917 -0.840
H 0.212 0.045 -2.436
H -1.049 0.228 -1.206
H 1.747 1.528 -0.951
H -2.336 1.431 1.188
H -1.883 1.771 0.704
```

## Properties
SMILES string: C=CCCC=O.[H][H]
HOMO: -0.3616 Ha
Relative energy (zero: lowest compared OMol25 entry of this formula, charge and spin): 198.52 kJ/mol
Orbital gap: 10.8406 eV
Maximum force: 0.0109 hartree/bohr

***

3.
Below is 2 unconnected molecules or ions with the total composition C2H5NOS2 at a distorted geometry, with properties calculated with ωB97M-V/def2-TZVPD.

```
11
Properties=species:S:1:pos:R:3
C 0.256 0.091 -0.527
C -0.402 1.751 1.183
N -0.251 0.400 0.616
O 0.678 0.626 -1.511
S -0.169 -3.182 -1.813
S 0.729 -2.558 -0.139
H 0.388 2.438 0.789
H -1.285 2.235 0.845
H -0.462 1.515 2.158
H -0.291 -0.374 1.162
H 0.809 -2.942 -2.761
```

## Properties
HOMO (alpha / beta): -0.2849 / -0.2917 Ha
Relative energy (zero: lowest compared OMol25 entry of this formula, charge and spin): 190.61 kJ/mol
Orbital gap (alpha / beta): 6.9005 / 7.6685 eV
Maximum force: 0.0802 hartree/bohr

***

4.
Below is 7 unconnected molecules or ions with the total composition C18H32O26S5 at a distorted geometry, with properties calculated with ωB97M-V/def2-TZVPD.

```
81
Properties=species:S:1:pos:R:3
C 1.030 3.785 -2.103
C 1.638 2.327 -2.288
C 2.360 2.272 -3.610
O 3.588 1.599 -3.332
C 3.805 1.670 -2.016
O 4.757 1.185 -1.437
O 2.710 2.112 -1.405
H 0.037 3.672 -2.537
H 1.535 4.600 -2.623
H 1.041 4.028 -1.041
H 0.947 1.484 -2.281
H 2.544 3.297 -3.931
H 1.695 1.640 -4.198
C -1.002 -4.771 3.304
C 0.464 -5.146 2.896
C 0.711 -5.066 1.443
O 1.864 -4.181 1.359
C 2.151 -3.674 2.509
O 3.034 -2.862 2.778
O 1.298 -4.183 3.417
H -1.102 -4.594 4.375
H -1.728 -5.434 2.834
H -1.183 -3.794 2.856
H 0.877 -6.015 3.408
H -0.090 -4.637 0.841
H 0.911 -6.097 1.154
O -1.356 6.999 -0.221
S -2.076 5.766 -0.549
O -1.717 4.551 0.142
O -3.717 5.939 -0.464
C -4.397 4.984 -1.253
C -3.587 5.090 -2.585
O -2.256 5.491 -2.192
H -4.474 3.956 -0.900
H -5.396 5.280 -1.574
H -3.962 5.895 -3.216
H -3.594 4.174 -3.176
O -3.361 1.967 0.541
S -4.621 1.181 0.563
O -5.735 1.530 -0.375
O -4.364 -0.423 0.539
C -5.273 -1.058 1.363
C -5.614 -0.245 2.607
O -5.272 1.090 2.147
H -6.128 -1.273 0.722
H -4.870 -2.045 1.589
H -5.022 -0.539 3.474
H -6.674 -0.323 2.851
O -0.729 -8.100 -1.046
S -0.572 -7.075 -2.120
O -1.059 -7.392 -3.515
O -1.019 -5.550 -1.595
C -0.497 -4.556 -2.424
C 0.862 -5.192 -2.827
O 0.931 -6.460 -2.199
H -1.106 -4.596 -3.327
H -0.499 -3.604 -1.894
H 1.797 -4.701 -2.560
H 1.034 -5.371 -3.888
O 0.658 -1.099 -1.823
S 0.312 -0.883 -0.422
O -0.434 -1.944 0.269
O 1.581 -0.311 0.505
C 1.212 0.756 1.327
C -0.093 1.349 0.764
O -0.534 0.579 -0.350
H 1.089 0.347 2.330
H 2.156 1.297 1.258
H -0.031 2.395 0.464
H -0.931 1.447 1.454
O 6.513 4.894 1.698
S 5.491 3.877 1.375
O 4.684 4.206 0.181
O 6.130 2.342 1.244
C 5.206 1.380 1.689
C 4.402 2.071 2.786
O 4.519 3.461 2.633
H 4.653 0.878 0.895
H 5.777 0.567 2.139
H 4.740 1.917 3.811
H 3.332 1.863 2.762
```

## Properties
SMILES string: C[C@H]1COC(=O)O1.C[C@H]1COC(=O)O1.O=S1(=O)OCCO1.O=S1(=O)OCCO1.O=S1(=O)OCCO1.O=S1(=O)OCCO1.O=S1(=O)OCCO1
HOMO: -0.3915 Ha
Orbital gap: 10.5706 eV
Maximum force: 0.0939 hartree/bohr

***

5.
Below is a gas-phase ion, C5H9Cl2FO3P (charge -1) at a distorted geometry, with properties calculated with ωB97M-V/def2-TZVPD.

```
21
Properties=species:S:1:pos:R:3
C 1.107 -1.091 2.010
C 1.395 -1.756 0.669
C 1.502 -0.765 -0.491
C 0.206 -0.014 -0.787
C -1.994 1.690 -2.446
O -2.091 -0.123 0.956
O -1.283 2.145 1.972
O 0.037 1.055 0.119
F -3.234 1.372 -2.966
P -1.354 1.149 0.902
Cl -2.450 2.291 -0.697
Cl -1.538 3.226 -3.292
H 1.140 -1.832 2.809
H 1.845 -0.319 2.222
H 0.123 -0.630 2.012
H 2.338 -2.309 0.736
H 0.603 -2.475 0.450
H 2.280 -0.030 -0.273
H 1.788 -1.307 -1.396
H 0.233 0.412 -1.796
H -0.653 -0.688 -0.715
```

## Properties
HOMO: -0.1681 Ha
Orbital gap: 8.0232 eV
Charge: -1
Maximum force: 0.0333 hartree/bohr

***

6.
Below is a molecular structure, C8H29BeN14O10Pb at a distorted geometry, with properties calculated with ωB97M-V/def2-TZVPD.

```
63
Properties=species:S:1:pos:R:3
Be -1.207 -2.139 3.966
Pb 1.297 -4.593 1.598
O 0.313 -0.159 0.277
C -0.029 -0.878 1.365
O 0.821 -1.753 1.779
O -1.086 -0.703 1.993
H 1.167 -0.529 -0.018
C -1.819 3.094 2.599
O -2.040 4.187 2.109
N -0.617 2.480 2.479
N -2.662 2.416 3.444
H 0.079 3.005 1.974
H -0.587 1.484 2.610
H -2.496 1.496 3.800
H -3.578 2.847 3.483
C 3.244 -0.509 -1.296
O 2.069 -0.129 -1.458
N 3.563 -1.838 -1.183
N 4.277 0.275 -1.654
H 2.740 -2.400 -1.046
H 4.466 -2.106 -0.831
H 4.043 1.185 -2.016
H 5.223 -0.057 -1.598
C -2.339 0.036 -3.184
O -2.946 -0.884 -2.583
N -2.890 0.690 -4.194
N -1.036 0.307 -2.905
H -3.853 0.507 -4.425
H -2.329 1.276 -4.788
H -0.486 0.288 -2.069
H -0.684 1.040 -3.507
C 3.590 0.444 2.938
O 4.647 0.796 3.460
N 3.254 0.806 1.680
N 2.696 -0.307 3.629
H 2.512 0.288 1.262
H 3.884 1.481 1.277
H 2.998 -0.508 4.570
H 2.162 -0.947 3.041
C -3.886 -1.458 0.837
O -4.127 -1.013 1.958
N -4.802 -2.227 0.201
N -2.632 -1.481 0.303
H -4.740 -2.390 -0.793
H -5.671 -2.329 0.706
H -2.553 -1.444 -0.712
H -1.974 -0.962 0.868
C 0.097 -3.303 -1.168
O 1.197 -3.489 -0.523
N -0.070 -2.191 -1.850
N -0.855 -4.244 -1.138
H -0.930 -1.943 -2.332
H 0.589 -1.444 -1.648
H -0.621 -5.155 -0.790
H -1.756 -4.107 -1.573
C 0.487 3.554 -1.470
O -0.194 3.257 -2.468
N 0.920 4.801 -1.224
N 0.974 2.576 -0.685
H 0.486 5.538 -1.759
H 1.238 5.066 -0.307
H 1.676 2.748 0.012
H 0.784 1.649 -1.021
```

## Properties
HOMO: -0.6036 Ha
Relative energy (zero: lowest compared OMol25 entry of this formula, charge and spin): 488.47 kJ/mol
Orbital gap: 2.1433 eV
Charge: +3
Maximum force: 0.0703 hartree/bohr

***

7.
Below is C27H25FN2O4 in the gas phase, with properties calculated with ωB97M-V/def2-TZVPD.

```
59
Properties=species:S:1:pos:R:3
O -3.661 -0.404 1.410
C -3.953 -0.852 0.329
C -4.349 -2.287 0.061
C -3.935 -3.226 1.191
C -2.451 -3.585 1.139
N -1.608 -2.418 1.251
C -0.609 -2.160 0.392
O -0.288 -2.922 -0.511
C 0.154 -0.885 0.592
C -0.413 0.240 1.062
C 0.120 1.587 1.122
C 1.164 2.041 0.315
C 1.598 3.349 0.385
C 0.983 4.213 1.271
F 1.403 5.496 1.340
C -0.068 3.806 2.073
C -0.496 2.498 1.986
N 1.464 -1.039 0.136
C 2.585 -0.599 0.793
O 2.542 0.114 1.774
C 3.864 -1.067 0.190
C 4.979 -1.141 1.020
C 6.196 -1.564 0.521
C 6.314 -1.904 -0.817
C 5.213 -1.811 -1.654
C 3.991 -1.397 -1.156
O -4.003 -0.136 -0.791
C -3.666 1.248 -0.724
C -2.354 1.559 -1.399
C -1.926 2.881 -1.444
C -0.741 3.210 -2.074
C 0.030 2.221 -2.662
C -0.387 0.903 -2.610
C -1.575 0.572 -1.981
H -3.916 -2.596 -0.891
H -5.436 -2.295 -0.054
H -4.158 -2.744 2.146
H -4.512 -4.149 1.130
H -2.220 -4.283 1.953
H -2.197 -4.065 0.190
H -1.825 -1.764 1.988
H -1.427 0.162 1.430
H 1.619 1.380 -0.404
H 2.405 3.704 -0.236
H -0.534 4.509 2.747
H -1.317 2.166 2.605
H 1.549 -1.850 -0.472
H 4.866 -0.863 2.057
H 7.054 -1.628 1.173
H 7.264 -2.234 -1.210
H 5.309 -2.062 -2.700
H 3.147 -1.310 -1.826
H -3.629 1.556 0.328
H -4.478 1.787 -1.224
H -2.527 3.651 -0.984
H -0.419 4.239 -2.105
H 0.953 2.480 -3.158
H 0.209 0.125 -3.063
H -1.897 -0.458 -1.951
```

## Properties
SMILES string: O=C(CCCNC(=O)/C(=C/c1ccc(F)cc1)NC(=O)c1ccccc1)OCc1ccccc1
HOMO: -0.2953 Ha
Relative energy (zero: lowest compared OMol25 entry of this formula, charge and spin): 1.29 kJ/mol
Orbital gap: 8.4680 eV
Maximum force: 0.0138 hartree/bohr

***

8.
Below is a molecular structure, C25H28CoFN6Si, with properties calculated with ωB97M-V/def2-TZVPD.

```
62
Properties=species:S:1:pos:R:3
Co 0.132 -0.227 1.038
C 0.687 1.179 3.512
N 0.006 -0.062 3.112
C -1.393 -0.170 3.561
C -2.159 -0.875 2.491
N -1.624 -1.126 1.319
C -2.640 -1.698 0.550
C -2.640 -2.151 -0.764
C -3.814 -2.689 -1.248
C -4.965 -2.783 -0.451
C -4.978 -2.339 0.856
C -3.791 -1.795 1.332
N -3.447 -1.258 2.568
C 1.818 1.382 2.558
N 1.915 0.687 1.448
C 3.090 1.131 0.830
C 3.734 0.707 -0.329
C 4.919 1.329 -0.665
C 5.471 2.344 0.130
C 4.860 2.756 1.297
C 3.668 2.124 1.624
N 2.829 2.254 2.724
H 1.048 1.146 4.544
H -0.021 2.006 3.429
H 0.533 -0.858 3.459
H -1.802 0.835 3.686
H -1.481 -0.682 4.522
H -1.755 -2.067 -1.373
H -3.851 -3.048 -2.268
H -5.864 -3.212 -0.871
H -5.864 -2.411 1.470
H -4.045 -1.171 3.372
H 3.330 -0.085 -0.936
H 5.440 1.024 -1.562
H 6.401 2.805 -0.173
H 5.292 3.525 1.922
H 2.949 2.885 3.498
C -0.125 -2.402 -2.960
Si 0.928 -1.264 -1.884
C 1.861 -2.363 -0.672
C 2.046 -0.351 -3.095
N 0.059 -0.166 -0.858
C -0.733 0.858 -1.322
C -1.061 1.070 -2.676
C -1.868 2.117 -3.086
C -2.403 3.018 -2.176
C -2.106 2.854 -0.830
C -1.302 1.808 -0.462
F -1.012 1.688 0.910
H 0.444 -2.675 -3.851
H -1.044 -1.922 -3.303
H -0.400 -3.334 -2.462
H 2.709 -2.861 -1.149
H 1.203 -3.150 -0.297
H 2.261 -1.826 0.194
H 2.959 -0.914 -3.304
H 2.328 0.641 -2.738
H 1.535 -0.218 -4.050
H -0.665 0.393 -3.421
H -2.082 2.229 -4.141
H -3.034 3.831 -2.501
H -2.487 3.528 -0.074
```

## Properties
HOMO (alpha / beta): -0.3517 / -0.3508 Ha
Relative energy (zero: lowest compared OMol25 entry of this formula, charge and spin): 0.00 kJ/mol
Orbital gap (alpha / beta): 7.1629 / 7.0719 eV
Charge: +1
2S+1: 2
Maximum force: 0.0142 hartree/bohr

***

9.
Below is 2 unconnected molecules or ions with the total composition C5H14N2O at a distorted geometry, with properties calculated with ωB97M-V/def2-TZVPD.

```
22
Properties=species:S:1:pos:R:3
C -1.586 -1.452 -0.069
C -1.657 0.066 0.060
C -0.589 0.748 -1.059
N -1.402 0.450 1.398
O -2.929 0.559 -0.274
H -2.355 -1.896 0.559
H -0.620 -1.812 0.272
H -1.743 -1.760 -1.102
H -0.653 1.824 -0.904
H -1.006 0.496 -2.035
H 0.431 0.393 -1.120
H -0.412 0.260 1.663
H -1.607 1.433 1.533
H -3.263 0.069 -1.029
H 1.750 1.117 1.747
N 1.451 0.150 1.605
C 1.942 -0.395 0.570
C 2.951 0.192 -0.369
H 1.656 -1.424 0.376
H 3.028 1.273 -0.250
H 2.690 -0.037 -1.403
H 3.925 -0.256 -0.167
```

## Properties
SMILES string: CC(C)(N)O.[H]/N=C\C
HOMO: -0.3135 Ha
Relative energy (zero: lowest compared OMol25 entry of this formula, charge and spin): 204.29 kJ/mol
Orbital gap: 9.4032 eV
Maximum force: 0.0558 hartree/bohr

***

Computed DFT total energy (Eh) in order:
-1829.083373 -271.677005 -1005.501195 -4652.000946 -1783.342873 -2047.827445 -1554.281634 -3070.065412 -383.622895